(1)
# H2NO4P

A cluster of 2 separate species, H2NO4P in total at a distorted geometry (ωB97M-V/def2-TZVPD, the Open Molecules 2025 dataset).

Last column: Mulliken charge in e.
CARTESIAN COORDINATES (ANGSTROEM)
H1 0.084 -1.338 -1.214  0.43
H2 -2.019 0.675 1.080  0.26
N1 0.914 0.660 0.017  1.01
P1 0.500 -0.821 0.848  0.46
O1 -1.935 0.485 0.210  -0.66
O2 0.391 -1.817 -0.373  -0.37
O3 1.005 0.508 -1.221  -0.61
O4 1.059 1.648 0.653  -0.52

strongest force on any atom	5.4	eV/A
energy above the lowest of the compared OMol25 structures with the same formula, charge and spin	135.59	kcal/mol
multiplicity	1
gap between HOMO and LUMO (spin up / spin down)	0.25823 / 0.25802	Ha
electronic energy	-698.06129	hartree
E_LUMO (spin up / spin down)	-3.001 / -3.001	eV
molecular weight	110.99	u

***

(2)
# C5H14S

A cluster of 2 separate species, C5H14S in total at a distorted geometry (ωB97M-V/def2-TZVPD, the Open Molecules 2025 dataset).

Last column: Mulliken charge in e.
CARTESIAN COORDINATES (ANGSTROEM)
H1 -0.424 2.173 -2.204  0.33
H2 -0.814 -3.476 0.013  0.29
H3 -1.779 1.063 1.109  0.18
C1 1.057 -2.557 -0.561  0.19
S1 -0.704 2.986 0.153  -0.09
H4 1.902 -4.578 -0.350  0.37
C2 -1.146 1.855 1.562  -0.72
C3 2.187 -3.558 -0.545  -1.38
C4 -0.709 1.666 -1.308  -0.63
H5 -0.583 -2.180 1.019  0.32
C5 0.014 -2.877 0.487  -1.14
H6 0.418 -2.494 -1.481  0.23
H7 1.609 -1.603 -0.466  0.16
H8 -1.717 1.310 -1.270  0.26
H9 -0.235 1.358 1.856  0.27
H10 3.022 -3.379 0.186  0.31
H11 0.024 0.938 -0.983  0.10
H12 2.818 -3.698 -1.422  0.36
H13 0.355 -3.591 1.291  0.29
H14 -1.769 2.393 2.306  0.32

strongest force on any atom	3.3	eV/A
energy above the lowest of the compared OMol25 structures with the same formula, charge and spin	29.80	kcal/mol
multiplicity	1
gap between HOMO and LUMO	0.34664	Ha
electronic energy	-597.02982	hartree
E_LUMO	0.921	eV
SMILES	CCC.CSC
molecular weight	106.23	u

***

(3)
# C32H36BN3O2SY

A structure of composition C32H36BN3O2SY at a distorted geometry (ωB97M-V/def2-TZVPD, the Open Molecules 2025 dataset).

Last column: Mulliken charge in e.
CARTESIAN COORDINATES (ANGSTROEM)
C1 1.989 -4.503 -1.178  -0.82
H1 1.652 6.030 -1.147  0.47
C2 3.213 -0.899 -2.939  -1.06
H2 4.579 -2.083 -4.091  0.40
C3 -4.015 2.586 -0.595  1.59
O1 -2.013 1.934 -1.613  0.22
H3 1.178 -2.442 2.751  0.50
C4 -5.036 1.504 -0.921  -1.81
C5 3.804 -2.115 -3.336  -1.01
H4 -2.094 -3.710 -2.238  0.32
C6 1.676 3.948 -1.715  1.36
C7 1.112 3.407 0.904  0.10
H5 3.576 0.010 -3.393  0.72
C8 0.554 -3.193 0.189  -0.16
H6 1.961 5.167 -3.475  0.43
H7 1.841 0.945 -4.145  0.75
H8 -1.632 4.352 -2.438  0.51
B1 -2.007 1.507 -0.284  0.73
H9 3.857 -4.244 -3.122  0.43
C9 1.649 -0.363 2.897  -0.30
H10 -3.977 4.508 0.405  0.33
O2 -3.102 2.017 0.384  -0.72
C10 2.429 -3.315 -1.792  0.87
C11 -3.688 2.729 -3.158  -1.81
C12 -3.073 2.913 -1.784  1.49
H11 -5.540 1.208 -0.001  0.48
S1 -1.928 -1.381 -1.570  0.52
C13 1.569 2.632 -1.213  0.24
H12 -2.866 -0.862 -3.729  0.42
C14 1.282 4.740 0.513  -1.22
C15 1.695 1.510 -2.094  0.15
C16 0.778 -1.441 2.832  -0.47
C17 1.139 0.924 3.027  -0.43
N1 1.568 0.260 -1.492  0.72
H13 0.666 -5.338 0.290  0.49
C18 -1.110 0.056 2.962  -0.48
H14 -3.689 -2.973 -1.936  0.39
C19 -2.655 -3.024 -1.603  -1.19
H15 0.824 3.205 1.924  0.30
C20 2.217 -0.854 -1.984  0.50
C21 -2.414 4.283 -1.680  -1.99
H16 -5.788 1.856 -1.627  0.37
H17 -3.128 5.090 -1.847  0.38
H18 -2.639 -3.403 -0.582  0.33
C22 1.827 1.765 -3.443  -0.49
H19 -1.440 0.097 -3.316  -0.09
C23 1.854 -2.098 -1.362  0.02
H20 -1.238 -1.583 -3.876  0.46
C24 1.551 5.010 -0.798  -0.73
H21 -2.178 0.226 2.959  0.37
C25 -1.867 -0.906 -3.299  -0.75
C26 -4.700 3.790 0.022  -1.90
H22 -4.545 0.622 -1.339  0.16
H23 2.037 3.229 -4.999  0.41
H24 1.170 5.527 1.245  0.45
H25 -2.950 2.972 -3.924  0.47
N2 0.944 -2.054 -0.346  0.66
H26 2.719 -0.522 2.860  0.47
C27 -0.598 -1.233 2.863  -0.40
H27 -1.277 -2.075 2.817  0.48
H28 1.826 1.755 3.105  0.44
H29 2.408 -5.449 -1.497  0.45
H30 -5.334 4.293 -0.711  0.35
C28 1.875 4.157 -3.097  -0.99
N3 1.254 2.372 0.096  -0.43
H31 -5.333 3.468 0.848  0.47
H32 -4.018 1.703 -3.312  0.31
H33 -1.954 4.421 -0.700  0.26
C29 1.039 -4.448 -0.196  -1.23
H34 -0.643 2.135 3.133  0.37
Y1 0.119 0.232 0.174  -0.10
H35 -4.546 3.391 -3.296  0.34
C30 -0.236 1.136 3.053  -0.36
C31 1.923 3.080 -3.933  -1.08
C32 3.419 -3.308 -2.803  -1.00
H36 -0.205 -3.138 0.961  0.61

strongest force on any atom	1.2	eV/A
energy above the lowest of the compared OMol25 structures with the same formula, charge and spin	15.41	kcal/mol
multiplicity	1
gap between HOMO and LUMO	0.25606	Ha
electronic energy	-2017.11036	hartree
E_LUMO	-2.702	eV
molecular weight	626.44	u
charge	+1

***

(4)
# C4H9NO2

A cluster of 2 separate species, C4H9NO2 in total (ωB97M-V/def2-TZVPD, the Open Molecules 2025 dataset).

Last column: Mulliken charge in e.
CARTESIAN COORDINATES (ANGSTROEM)
H1 0.969 -1.574 2.769  0.24
O1 0.237 -1.682 -0.945  -0.62
H2 1.205 2.393 -1.655  0.28
H3 -0.955 0.005 3.347  0.24
H4 -1.668 -0.310 1.671  0.23
H5 -0.569 2.394 -1.815  0.29
H6 0.426 1.468 -2.951  0.28
C1 -0.791 -0.303 2.319  -0.22
H7 0.246 -1.808 1.094  0.21
H8 0.425 -0.647 -2.682  0.26
C2 0.307 -0.643 -1.581  0.12
O2 0.405 0.219 1.749  -0.51
C3 0.317 -1.195 1.988  -0.22
H9 0.249 0.671 -0.051  0.22
C4 0.333 1.780 -1.905  -0.83
N1 0.254 0.603 -1.073  0.02

strongest force on any atom	0.4	eV/A
energy above the lowest of the compared OMol25 structures with the same formula, charge and spin	54.04	kcal/mol
multiplicity	1
gap between HOMO and LUMO	0.38885	Ha
electronic energy	-362.99941	hartree
E_LUMO	1.003	eV
SMILES	C1CO1.CNC=O
molecular weight	103.12	u